# 1
DFT (ωB97M-V/def2-TZVPD) results for 2 unconnected molecules or ions with the total composition F2H2O2P at a distorted geometry.

Geometry as XYZ:
```
7
Properties=species:S:1:pos:R:3:forces:R:3
P -0.149370 -0.226053 0.070547 -0.511 -3.355 -1.630
F -1.466589 -1.041007 -0.082854 2.076 0.489 0.028
F 1.587190 -1.392778 -1.125805 -2.923 1.980 2.225
O -0.364598 0.967895 -0.823146 0.558 1.061 -0.233
O -0.093949 -0.163787 1.634356 -0.003 -0.026 -2.339
H 0.505067 0.483174 2.000384 0.860 0.684 0.824
H -0.017751 1.372556 -1.673481 -0.057 -0.833 1.124
```
Positions in Å, forces in eV/Å.

Calculated values
LUMO level (spin up / spin down), eV: -8.99 / -8.71
HOMO (spin up / spin down), Eh: -0.6982 / -0.6656
Strongest force on any atom, Eh/bohr: 0.081
ΔE to the lowest compared entry with this formula, charge and spin, kcal/mol: 111.5
Charge: +1

Partial charges, Löwdin, in e:
1. P 0.89
2. F -0.01
3. F -0.23
4. O -0.01
5. O 0.02
6. H 0.13
7. H 0.21



# 2
DFT (ωB97M-V/def2-TZVPD) results for a molecular structure, F2H2O2Si at a distorted geometry.

Geometry as XYZ:
```
7
Properties=species:S:1:pos:R:3:forces:R:3
Si -0.924821 0.257948 0.001880 -1.445 -3.449 1.577
F -2.195101 1.025014 -0.484472 -0.868 -0.316 0.259
F -1.305403 -1.908446 0.292213 0.542 4.586 -0.486
O -0.497072 0.995198 1.354152 1.307 -0.085 0.325
O 0.029699 0.126782 -1.229404 0.004 -2.589 -3.542
H -0.379582 -0.557564 -1.936203 1.618 2.226 2.375
H 0.418697 1.071916 1.710429 -1.158 -0.373 -0.508
```
Positions in Å, forces in eV/Å.

Calculated values
LUMO level, eV: -0.27
HOMO, Eh: -0.4398
Strongest force on any atom, Eh/bohr: 0.090
ΔE to the lowest compared entry with this formula, charge and spin, kcal/mol: 68.2
Charge: 0

Partial charges, Löwdin, in e:
1. Si 0.32
2. F -0.03
3. F -0.45
4. O -0.04
5. O -0.09
6. H 0.18
7. H 0.11



# 3
DFT (ωB97M-V/def2-TZVPD) results for 2 unconnected molecules or ions with the total composition F2H2SSi at a distorted geometry.

Geometry as XYZ:
```
6
Properties=species:S:1:pos:R:3:forces:R:3
S -0.167130 1.629274 -0.257632 -1.947 -1.636 -1.817
Si 1.176919 0.096364 0.273736 0.256 -0.275 -1.063
F 2.660566 0.531769 -0.109595 -0.063 0.181 0.200
F 0.904925 -1.185932 -0.631442 -0.183 -0.045 0.124
H 1.181864 -0.300887 1.653431 -0.062 -0.047 0.540
H -1.443940 0.324578 -1.587325 1.999 1.822 2.016
```
Positions in Å, forces in eV/Å.

Calculated values
LUMO level (spin up / spin down), eV: -2.41 / -2.83
HOMO (spin up / spin down), Eh: -0.3850 / -0.3809
Strongest force on any atom, Eh/bohr: 0.066
ΔE to the lowest compared entry with this formula, charge and spin, kcal/mol: 61.4
Charge: 0

Partial charges, Löwdin, in e:
1. S 0.27
2. Si -0.05
3. F -0.18
4. F -0.20
5. H -0.03
6. H 0.18



# 4
DFT (ωB97M-V/def2-TZVPD) results for 2 unconnected molecules or ions with the total composition F2H3N2P at a distorted geometry.

Geometry as XYZ:
```
8
Properties=species:S:1:pos:R:3:forces:R:3
P -3.107379 0.271930 -0.527354 0.708 -1.573 1.659
F -2.146011 -1.020111 -0.709897 -0.520 0.598 -0.491
F -3.559808 -0.172742 0.980830 -0.229 0.562 -0.980
N 0.784430 0.070078 -0.221367 0.169 -0.326 -0.402
N 1.306882 -0.980413 0.170613 -0.124 0.589 0.186
H -2.052138 1.070027 -0.025321 0.039 0.384 -0.199
H 0.647783 0.721097 0.572709 0.162 -0.487 0.148
H 1.450441 -1.593900 -0.651869 -0.205 0.253 0.081
```
Positions in Å, forces in eV/Å.

Calculated values
SMILES: [H]/N=N/[H].FPF
LUMO level, eV: 0.64
HOMO, Eh: -0.3476
Strongest force on any atom, Eh/bohr: 0.047
ΔE to the lowest compared entry with this formula, charge and spin, kcal/mol: 30.0
Charge: 0

Partial charges, Löwdin, in e:
1. P 0.83
2. F -0.38
3. F -0.37
4. N -0.05
5. N -0.03
6. H -0.09
7. H 0.04
8. H 0.05



# 5
DFT (ωB97M-V/def2-TZVPD) results for 2 unconnected molecules or ions with the total composition F2H4N2P at a distorted geometry.

Geometry as XYZ:
```
9
Properties=species:S:1:pos:R:3:forces:R:3
P 0.169490 -0.408467 0.042680 1.995 -0.257 -1.517
F 2.090138 -0.506489 -1.310161 -4.251 0.051 2.733
F 0.281551 -1.696703 0.856049 0.220 0.582 -0.917
N 0.374027 0.845250 0.996033 -1.403 2.336 -4.216
N -1.275409 -0.287810 -0.669900 2.912 -0.618 1.548
H -1.782322 0.559891 -0.703476 -0.583 1.033 -0.171
H -1.412753 -0.983872 -1.330979 -1.045 -1.363 -1.888
H 0.560526 1.740484 0.415943 -0.339 -1.554 1.427
H 0.994751 0.737717 1.703811 2.494 -0.211 3.001
```
Positions in Å, forces in eV/Å.

Calculated values
LUMO level (spin up / spin down), eV: -7.60 / -7.60
HOMO (spin up / spin down), Eh: -0.6366 / -0.6367
Strongest force on any atom, Eh/bohr: 0.098
ΔE to the lowest compared entry with this formula, charge and spin, kcal/mol: 95.7
Charge: +1

Atomic partial charges in e from the Löwdin method, atoms 1 to 8:
1. P 0.89
2. F -0.36
3. F -0.02
4. N 0.02
5. N 0.06
6. H 0.10
7. H 0.08
8. H 0.17



# 6
DFT (ωB97M-V/def2-TZVPD) results for a molecular structure, F2H4N2P at a distorted geometry.

Geometry as XYZ:
```
9
Properties=species:S:1:pos:R:3:forces:R:3
P 0.027075 -0.184655 -0.217564 -1.882 -4.577 1.306
F -1.208377 -1.859185 0.045391 3.437 4.203 -0.208
F 0.532272 -0.690141 -1.515692 0.592 -0.361 -1.341
N 1.393054 0.006472 0.703335 0.033 -1.176 -0.434
N -1.117952 0.906108 -0.467883 1.180 0.084 0.785
H -1.893331 0.744120 -1.116266 0.351 -0.386 0.072
H 1.390290 0.423977 1.657779 -0.164 -0.483 -1.007
H 2.288751 -0.662742 0.514748 -3.015 1.888 0.359
H -1.411782 1.316046 0.396151 -0.533 0.809 0.470
```
Positions in Å, forces in eV/Å.

Calculated values
LUMO level, eV: -6.07
HOMO, Eh: -0.6320
Strongest force on any atom, Eh/bohr: 0.106
ΔE to the lowest compared entry with this formula, charge and spin, kcal/mol: 68.8
Charge: +1

Atomic partial charges in e from the Löwdin method, atoms 1 to 8:
1. P 0.82
2. F -0.34
3. F -0.01
4. N -0.02
5. N 0.02
6. H 0.13
7. H 0.11
8. H 0.20